No. 1
Below is an isolated molecule of C22H23ClN2O2S at a distorted geometry, with properties calculated with wB97M-V/def2-TZVPD.

Atoms and positions in Å:
N: 8.79 2.84 -3.39
C: 7.76 2.41 -3.04
C: 6.47 1.90 -2.60
C: 5.53 2.78 -2.05
C: 4.26 2.30 -1.69
C: 3.94 0.97 -1.87
S: 2.13 0.44 -1.55
C: 1.60 -0.18 0.40
Cl: 2.20 1.12 1.39
O: 1.32 1.60 -1.91
O: 1.94 -0.79 -2.32
C: 4.89 0.07 -2.37
C: 6.17 0.54 -2.73
H: 5.78 3.83 -1.93
H: 3.53 3.01 -1.30
H: 2.38 -0.94 0.32
H: 4.65 -0.98 -2.53
H: 6.92 -0.14 -3.12
C: -6.13 0.49 -0.73
C: -5.38 -0.33 -1.79
C: -3.88 -0.08 -1.82
N: -3.23 -0.11 -0.51
C: -1.87 -0.33 -0.49
C: -1.02 -0.12 0.55
C: 0.33 -0.84 0.76
C: 0.35 -1.40 2.24
C: 0.48 -2.76 2.49
C: 0.46 -3.25 3.81
C: 0.33 -2.39 4.91
C: 0.15 -1.03 4.65
C: 0.15 -0.54 3.34
C: -3.89 0.70 0.52
C: -5.40 0.47 0.62
H: -6.23 1.53 -1.07
H: -7.15 0.10 -0.60
H: -5.59 -1.39 -1.63
H: -5.79 -0.07 -2.78
H: -3.40 -0.83 -2.44
H: -3.72 0.91 -2.27
H: -1.45 -0.82 -1.40
H: -1.37 0.38 1.46
H: 0.28 -1.71 0.06
H: 0.54 -3.44 1.64
H: 0.52 -4.32 3.99
H: 0.36 -2.77 5.93
H: -0.01 -0.35 5.49
H: -0.10 0.51 3.19
H: -3.44 0.49 1.50
H: -3.73 1.77 0.31
H: -5.83 1.24 1.26
H: -5.60 -0.49 1.11

Output
- Kohn-Sham gap: 7.05 eV
- SMILES string: N#Cc1ccc(S(=O)(=O)[C@@H](Cl)[C@H](/C=C/N2CCCCC2)c2ccccc2)cc1

***

No. 2
Below is a structure of composition C32H38N2O6PS4Ti, with properties calculated with wB97M-V/def2-TZVPD.

Atoms and positions in Å:
Ti: -0.77 -0.08 -0.11
C: 0.95 2.59 -0.86
C: 2.17 2.12 -1.62
O: 1.98 0.80 -2.06
C: 3.11 -0.03 -1.87
C: 2.77 -1.44 -2.32
O: 1.63 -1.99 -1.70
C: 1.77 -2.71 -0.51
C: 2.17 -1.85 0.68
O: 1.49 -0.60 0.62
C: 1.97 0.28 1.63
C: 1.50 1.71 1.31
O: 0.60 1.70 0.20
H: 0.08 2.66 -1.50
H: 1.14 3.59 -0.44
H: 3.07 2.20 -0.99
H: 2.32 2.80 -2.47
H: 3.41 -0.01 -0.82
H: 3.96 0.32 -2.47
H: 3.65 -2.08 -2.18
H: 2.54 -1.43 -3.39
H: 2.52 -3.51 -0.61
H: 0.80 -3.16 -0.33
H: 3.25 -1.66 0.70
H: 1.91 -2.38 1.60
H: 3.06 0.24 1.65
H: 1.59 -0.04 2.60
H: 2.35 2.34 1.06
H: 0.98 2.15 2.16
C: -3.05 -0.66 5.76
C: -3.67 -0.07 4.52
O: -3.63 -0.99 3.41
P: -2.31 -1.38 2.55
S: -1.74 -2.12 0.31
S: -1.12 0.29 2.50
O: -1.48 -2.41 3.49
C: -1.88 -3.79 3.39
C: -0.65 -4.63 3.18
H: -3.14 0.04 6.60
H: -1.99 -0.87 5.60
H: -3.55 -1.59 6.04
H: -3.16 0.85 4.21
H: -4.73 0.15 4.66
H: -2.58 -3.92 2.56
H: -2.41 -4.06 4.31
H: -0.17 -4.35 2.24
H: -0.90 -5.70 3.14
H: 0.06 -4.48 4.00
S: -4.62 5.93 0.40
C: -4.89 6.40 2.02
C: -4.36 5.50 2.89
C: -3.69 4.43 2.24
C: -3.74 4.53 0.87
C: -3.17 3.62 -0.13
C: -2.66 2.40 0.26
N: -2.12 1.50 -0.58
C: -2.11 1.82 -1.93
C: -2.56 3.07 -2.40
C: -2.44 3.35 -3.82
C: -1.92 2.44 -4.66
C: -1.47 1.15 -4.20
C: -0.99 0.17 -5.03
C: -0.62 -1.09 -4.50
C: -0.70 -1.24 -3.12
N: -1.09 -0.29 -2.28
C: -1.55 0.88 -2.80
C: -0.14 -2.17 -5.35
C: -0.19 -2.26 -6.72
C: 0.39 -3.46 -7.22
C: 0.86 -4.27 -6.23
S: 0.63 -3.56 -4.68
C: -3.09 3.97 -1.50
H: -5.44 7.30 2.25
H: -4.43 5.60 3.96
H: -3.19 3.63 2.77
H: -2.67 2.08 1.29
H: -2.78 4.31 -4.17
H: -1.84 2.65 -5.72
H: -0.91 0.36 -6.09
H: -0.44 -2.18 -2.65
H: -0.63 -1.51 -7.35
H: 0.43 -3.72 -8.27
H: 1.33 -5.23 -6.33
H: -3.45 4.94 -1.84

Output
- Multiplicity: 4
- <S²>: 3.78
- Kohn-Sham gap (spin up / spin down): 5.08 / 7.24 eV

***

| no. | total energy (hartree) |
| --- | --- |
| 1 | -1970.3987 |
| 2 | -4586.7760 |